Record 1
{"formula": "C17H22CrN3O6", "method": "the ωB97M-V functional and the def2-TZVPD basis", "symbols": ["Cr", "C", "C", "O", "C", "C", "C", "C", "C", "C", "O", "H", "H", "H", "H", "H", "H", "H", "C", "O", "C", "C", "O", "C", "H", "H", "H", "H", "H", "H", "H", "H", "H", "H", "N", "C", "O", "C", "C", "N", "C", "N", "H", "H", "C", "O", "H", "H", "H"], "positions_angstrom": [[-0.5877, -0.0771, -0.7145], [0.1770, 0.3261, 3.5473], [0.4964, 0.1750, 2.0756], [-0.5016, 0.1096, 1.3027], [1.8585, 0.1212, 1.6477], [2.9256, 0.1291, 2.5795], [4.2364, 0.1167, 2.1866], [4.5611, 0.0767, 0.8223], [3.5676, 0.0535, -0.1150], [2.1956, 0.0592, 0.2466], [1.3138, 0.0246, -0.6833], [-0.9015, 0.3854, 3.6609], [0.6376, 1.2203, 3.9662], [0.5255, -0.5405, 4.1048], [2.6858, 0.1417, 3.6308], [5.0263, 0.1512, 2.9230], [5.5970, 0.0543, 0.5145], [3.7899, 0.0236, -1.1710], [-1.2536, -0.8938, -3.6256], [-0.5121, 0.0827, -2.9190], [-0.9018, 1.4011, -3.2403], [-0.1015, 2.3475, -2.3565], [-0.5191, 2.1489, -1.0192], [0.1784, 2.9662, -0.1011], [-1.1185, -0.7516, -4.7038], [-2.3135, -0.8362, -3.3651], [-0.8633, -1.8582, -3.3091], [-1.9730, 1.5362, -3.0328], [-0.6959, 1.6048, -4.3033], [-0.2796, 3.3944, -2.6497], [0.9680, 2.1088, -2.4551], [0.0406, 4.0216, -0.3658], [1.2484, 2.7282, -0.0881], [-0.2534, 2.7706, 0.8792], [0.5991, -2.7158, 1.0553], [-0.5381, -2.4364, 0.3601], [-0.4441, -2.1268, -0.8676], [-1.7771, -2.6239, 1.0175], [-1.8262, -2.6468, 2.4080], [-1.8077, -2.6153, 3.5616], [-2.9519, -2.7677, 0.2792], [-3.9126, -2.9937, -0.3144], [1.4802, -2.4407, 0.6534], [0.5468, -2.8781, 2.0468], [-3.7585, 0.1875, -0.8033], [-2.4241, 0.0880, -1.0402], [-4.0257, -0.1773, 0.1989], [-4.3277, -0.4126, -1.5351], [-4.0872, 1.2396, -0.8884]], "lowdin_charge": [1.031, 0.008, -0.323, -0.042, -0.111, -0.026, -0.087, -0.063, 0.000, -0.335, -0.132, 0.091, 0.095, 0.093, 0.108, 0.102, 0.110, 0.119, -0.050, -0.250, -0.172, -0.164, -0.241, -0.050, 0.104, 0.103, 0.099, 0.141, 0.146, 0.145, 0.142, 0.107, 0.104, 0.102, 0.210, -0.517, -0.062, -0.213, -0.240, 0.145, -0.226, 0.166, 0.113, 0.107, -0.234, -0.385, 0.075, 0.076, 0.077], "spin_multiplicity": 4, "lumo_energy_ev": [-0.75, -0.96], "charge": 0, "orbital_gap_ev": [6.971, 6.744], "max_force_ev_per_a": 2.336, "e_homo_ev": [-7.72, -7.71], "energy_ev": -63163.032}

---

Record 2
{"formula": "C17H22F3N2O5P2S2", "method": "the ωB97M-V functional and the def2-TZVPD basis", "symbols": ["C", "C", "C", "C", "C", "C", "C", "C", "O", "C", "F", "F", "F", "C", "C", "P", "O", "O", "O", "N", "C", "S", "C", "N", "C", "S", "P", "C", "O", "C", "C", "H", "H", "H", "H", "H", "H", "H", "H", "H", "H", "H", "H", "H", "H", "H", "H", "H", "H", "H", "H", "H", "H"], "positions_angstrom": [[5.5692, -0.9078, 2.1259], [4.3735, -0.5751, 1.1215], [3.3603, -1.7048, 0.8122], [2.1747, -1.3574, -0.1303], [1.9909, 0.0561, -0.7519], [0.7423, 0.4253, -1.6874], [-0.6442, 0.6176, -0.9036], [-1.6501, 1.2997, -1.9582], [-1.3823, 2.7058, -2.2133], [-2.5623, 3.4519, -2.4064], [-2.1784, 4.7419, -2.8515], [-3.2913, 3.6707, -1.2010], [-3.3868, 2.8786, -3.4073], [-1.4170, -0.7792, -0.5958], [-1.6981, -1.8038, -1.8031], [-1.5987, -3.6339, -1.3502], [-2.1472, -4.4062, -2.5734], [-2.5769, -4.0829, -0.0251], [0.0175, -4.1999, -1.1448], [-0.9375, -1.2759, 0.7281], [-0.5100, -0.2000, 1.4131], [0.2119, -0.3044, 3.1135], [-0.6478, 1.1724, 0.6047], [0.4094, 2.1160, 1.0642], [0.5171, 3.1558, 0.3006], [0.9712, 4.3629, -0.7350], [-2.2566, 1.9318, 1.3374], [-3.2099, 0.6073, 2.2912], [-1.7082, 3.0093, 2.5756], [3.0777, 1.1437, -0.4226], [4.2793, 0.8633, 0.5078], [5.9247, 0.0887, 2.5718], [5.1046, -1.4925, 3.0061], [6.4082, -1.5315, 1.6695], [3.3997, -2.7627, 1.2298], [1.3866, -2.1438, -0.3683], [0.9533, 1.3847, -2.2976], [0.6914, -0.4143, -2.4816], [-1.5643, 0.7055, -2.9439], [-2.7588, 1.2235, -1.6471], [-2.4938, -0.4368, -0.3347], [-1.0478, -1.6544, -2.7266], [-2.7858, -1.6261, -2.1504], [-2.0123, -4.6487, 0.5571], [0.0213, -4.7710, -0.3387], [-0.8825, -2.2221, 1.1205], [-0.4893, -1.3412, 3.7253], [-4.2241, 1.0311, 2.6101], [-3.3929, -0.3412, 1.6849], [-2.6335, 0.2783, 3.2371], [-1.5192, 3.8880, 2.1757], [2.9380, 2.1764, -0.9039], [5.0847, 1.6312, 0.7699]], "lowdin_charge": [-0.096, -0.206, -0.023, -0.040, -0.158, -0.077, -0.260, -0.120, -0.039, -0.463, 0.100, 0.060, 0.108, -0.250, -0.136, 0.636, -0.326, -0.170, -0.178, 0.081, -0.490, 0.863, -0.471, 0.055, -0.634, 0.787, 1.023, -0.260, -0.298, -0.022, -0.001, 0.082, 0.084, 0.090, 0.101, 0.065, 0.136, 0.134, 0.159, 0.143, 0.133, 0.112, 0.136, 0.077, 0.076, 0.150, -0.080, 0.073, 0.051, 0.043, 0.063, 0.069, 0.108], "lumo_energy_ev": -4.50, "charge": 1, "orbital_gap_ev": 6.787, "max_force_ev_per_a": 7.124, "e_homo_ev": -11.29, "energy_ev": -79591.895}

---

Record 3
{"formula": "C17H22F6N4O5S6W", "method": "the ωB97M-V functional and the def2-TZVPD basis", "symbols": ["W", "C", "C", "S", "C", "C", "S", "C", "C", "S", "H", "H", "H", "H", "H", "H", "H", "H", "H", "H", "H", "H", "C", "C", "C", "N", "H", "H", "H", "H", "H", "F", "C", "F", "F", "S", "O", "O", "N", "S", "O", "O", "C", "F", "F", "F", "O", "N", "C", "C", "C", "C", "C", "H", "H", "H", "H", "H", "S", "C", "N"], "positions_angstrom": [[0.0165, -0.1650, -0.3297], [3.5561, 0.8950, -0.8249], [2.9099, 2.2656, -0.6109], [1.2146, 2.2273, 0.0109], [1.4727, 2.3443, 1.8177], [0.4102, 1.5756, 2.5759], [0.2382, -0.1542, 2.0581], [1.8664, -0.8986, 2.4266], [3.0093, -0.5852, 1.4758], [2.5760, -0.5419, -0.3234], [3.7509, 0.7455, -1.8844], [4.5076, 0.8086, -0.3011], [3.4946, 2.9005, 0.0547], [2.8305, 2.7733, -1.5694], [2.4685, 1.9906, 2.0666], [1.4225, 3.3996, 2.0858], [0.6031, 1.6018, 3.6482], [-0.5814, 1.9953, 2.4011], [2.1413, -0.6396, 3.4497], [1.6404, -1.9637, 2.4119], [3.4828, 0.3628, 1.7139], [3.7674, -1.3604, 1.5751], [-5.2196, -1.1258, 0.9533], [-4.2081, -2.1212, 0.3752], [-2.9049, -1.5165, 0.1575], [-1.8822, -1.0362, -0.0085], [-6.1830, -1.6174, 1.0693], [-5.3513, -0.2694, 0.2928], [-4.8963, -0.7700, 1.9303], [-4.5439, -2.5330, -0.5782], [-4.0402, -2.9645, 1.0502], [-0.8626, -2.9994, -4.0236], [0.1959, -2.2666, -4.3478], [1.2609, -2.7106, -3.6947], [0.4026, -2.3266, -5.6492], [-0.1660, -0.5200, -3.8551], [-0.5679, -0.6653, -2.4445], [-1.2146, -0.0382, -4.6985], [1.2511, 0.0831, -4.0666], [1.5450, 1.6253, -3.9641], [2.9566, 1.8257, -3.8578], [0.6936, 2.3034, -3.0170], [1.0465, 2.3018, -5.6258], [1.2255, 1.3918, -6.5688], [1.7787, 3.3735, -5.8965], [-0.2378, 2.6528, -5.5889], [-1.3601, 1.4939, -0.3329], [-1.8478, 2.1349, -1.4191], [-1.7399, 3.4724, -1.4703], [-2.2285, 4.1646, -2.5519], [-2.8207, 3.4701, -3.5964], [-2.9243, 2.0932, -3.5141], [-2.4391, 1.4422, -2.4012], [-1.2453, 3.9239, -0.6269], [-2.1272, 5.2397, -2.5750], [-3.1910, 3.9971, -4.4652], [-3.3580, 1.5032, -4.3078], [-2.4699, 0.3739, -2.2673], [0.5405, -2.5928, -0.3279], [-0.3829, -3.1692, 0.9559], [-1.0263, -3.5472, 1.8393]], "lowdin_charge": [0.844, -0.449, -0.440, 0.911, -0.439, -0.457, 0.836, -0.447, -0.431, 0.775, 0.064, 0.092, 0.096, 0.057, 0.070, 0.096, 0.098, 0.084, 0.101, 0.062, 0.064, 0.095, -0.072, -0.176, -0.096, 0.007, 0.085, 0.079, 0.085, 0.132, 0.130, 0.156, -0.689, 0.145, 0.177, 0.642, -0.502, -0.240, -0.273, 0.603, -0.261, -0.314, -0.674, 0.164, 0.160, 0.137, -0.367, -0.144, -0.013, -0.008, -0.017, -0.013, -0.024, 0.131, 0.125, 0.127, 0.127, 0.114, 0.591, -0.812, 0.095], "spin_multiplicity": 2, "lumo_energy_ev": [-2.94, -3.68], "charge": 1, "orbital_gap_ev": [7.709, 6.612], "max_force_ev_per_a": 1.170, "e_homo_ev": [-10.65, -10.29], "energy_ev": -117318.515}